Entry 1:
ORCA calculation (the ωB97M-V functional and the def2-TZVPD basis) on 2 unconnected molecules or ions with the total composition C5H10N2O2 in a non-equilibrium geometry.

Each line ends with the Mulliken charge.
Geometry (Å):
O -2.7251 -1.6216 -0.0341  -0.296
O -5.3224 1.0438 0.1199  0.115
N -4.2196 1.1252 0.1652  0.625
N 1.4438 1.8547 -0.3833  -0.253
C 0.4332 0.9707 0.2657  -0.776
C -0.3343 -1.3638 -0.0475  -0.591
C -1.6840 -0.9366 -0.1030  -0.208
C 2.1121 -0.9462 0.0850  -1.671
C 0.7033 -0.4974 0.0572  1.174
H -2.7043 -2.6010 0.1251  0.372
H -0.5696 1.2083 -0.1099  0.533
H 0.4400 1.1705 1.3446  0.311
H 2.6040 -0.6121 1.0036  0.420
H -0.1172 -2.4300 -0.1345  0.336
H 2.6831 -0.5499 -0.7609  0.418
H 1.2512 2.8442 -0.1704  0.382
H 2.1873 -2.0309 0.0403  0.385
H 1.4237 1.7404 -1.4093  0.375
H 2.3949 1.6317 -0.0536  0.350

max |F|: 4.860 eV Å⁻¹
HOMO-LUMO gap (alpha / beta): 4.598 / 4.584 eV
E_LUMO (alpha / beta): -0.3940 / -0.3943 Ha
total energy: -12399.1749 eV
relative energy (zero: lowest compared OMol25 entry of this formula, charge and spin): 4.1064 eV
HOMO (alpha / beta): -15.319 / -15.313 eV
charge: +2

---

Entry 2:
ORCA calculation (the ωB97M-V functional and the def2-TZVPD basis) on 2 unconnected molecules or ions with the total composition C2H5NS2 in a non-equilibrium geometry.

Each line ends with the Mulliken charge.
Geometry (Å):
S 1.6800 -0.6148 -0.7680  -0.254
S 0.8546 -0.3651 1.1826  0.191
N 1.2275 0.9645 1.8371  -0.544
C -1.1808 -0.5493 -0.9008  -0.879
C 0.1082 0.1386 -0.4490  0.034
H -1.6680 0.3517 -1.3168  0.278
H -0.9466 -1.3836 -1.5557  0.326
H -0.0132 1.5503 -0.8135  0.296
H 1.6691 0.7123 2.8078  0.248
H -1.7308 -0.8047 -0.0238  0.305

max |F|: 4.790 eV Å⁻¹
HOMO-LUMO gap: 9.082 eV
E_LUMO: 0.0112 Ha
total energy: -25311.9898 eV
relative energy (zero: lowest compared OMol25 entry of this formula, charge and spin): 3.8362 eV
HOMO: -8.777 eV
charge: 0

---

Entry 3:
ORCA calculation (the ωB97M-V functional and the def2-TZVPD basis) on a single C2H3BrS molecule in a non-equilibrium geometry.

Each line ends with the Mulliken charge.
Geometry (Å):
Br 2.1444 1.0361 -0.0040  -0.106
S 1.0999 -1.8847 0.0055  -0.175
C 0.6770 -0.3206 -0.0248  0.254
C -0.6715 0.2419 -0.0180  -0.864
H -1.5459 -0.4894 -0.0870  0.305
H -0.8209 0.5827 1.0779  0.281
H -0.8829 0.8341 -0.9496  0.305

max |F|: 2.685 eV Å⁻¹
HOMO-LUMO gap: 8.509 eV
E_LUMO: -0.0213 Ha
total energy: -82999.2027 eV
relative energy (zero: lowest compared OMol25 entry of this formula, charge and spin): 0.3583 eV
SMILES: CC(=S)Br
HOMO: -9.087 eV
charge: 0

---

Entry 4:
ORCA calculation (the ωB97M-V functional and the def2-TZVPD basis) on a molecular structure, C50H39Cl2O9P3S2W in a non-equilibrium geometry.

Each line ends with the Mulliken charge.
Geometry (Å):
W -0.0819 -0.4720 -0.2777  2.414
Cl 1.5496 0.7504 -7.3551  -0.229
Cl 0.5271 3.7468 -3.0697  -0.193
S 1.0586 -2.9861 0.7423  1.486
S -2.6160 -1.0848 -1.2709  1.443
P 0.2742 2.7550 4.1408  1.276
P -0.6220 2.3319 1.1257  0.868
P -0.6483 -1.0705 2.5615  1.668
O -3.5237 -0.2574 -1.9947  -0.714
O -3.0427 -2.3954 -0.9037  -0.657
O -1.2112 -1.1021 -1.9490  -0.625
O 1.5710 -1.0721 -1.3761  -0.675
O 1.6478 -1.7186 1.1809  -0.633
O 0.2362 1.0822 -1.6223  0.130
O -0.1781 -2.5820 -0.0376  -0.811
O 1.9152 -3.9206 0.0843  -0.761
O -2.1005 -0.3294 0.0223  -0.916
C 1.0050 -0.4552 6.2826  -0.993
C 0.3050 4.8536 0.2955  -0.727
C -0.5383 3.9689 7.9337  -0.577
C 0.6462 1.0157 -2.8578  0.427
C 0.4875 -0.6218 3.9311  0.674
C -2.2564 3.3793 -0.9092  -0.263
C 3.3787 6.1225 3.5226  -0.534
C -4.7012 -0.8674 2.7919  -0.855
C 2.7989 3.7950 3.6008  -0.091
C 1.2646 0.8225 -5.6518  -0.094
C -3.4048 -1.2276 2.4642  -0.910
C -3.4710 3.5641 -1.5523  -0.798
C 1.6141 -1.1979 -2.6194  -0.578
C -1.2084 -4.8448 4.1399  -0.810
C 1.2682 5.7290 -0.1725  -1.135
C -1.8751 4.3468 7.9208  -0.571
C 1.8746 3.0345 0.1320  -0.737
C -4.6437 3.1196 -0.9669  -0.829
C 0.2901 -3.7105 2.1429  0.151
C -4.9355 0.0802 3.7812  -0.896
C 1.4752 4.1162 3.8710  0.511
C 0.4520 -5.0556 2.4154  -0.600
C -2.3242 -0.6368 3.1188  0.992
C 0.6889 2.1575 -3.7117  0.215
C -0.9434 3.0587 2.7934  -0.869
C 0.1257 -0.7883 5.2675  -0.498
C -0.6449 3.4406 5.5761  0.269
C -3.8672 0.6765 4.4323  -0.497
C -1.3637 -3.4953 3.8497  -0.485
C 2.5356 5.2573 -0.4951  -0.683
C 1.1585 -0.1611 -3.4753  0.429
C -2.5944 4.2690 6.7412  -0.684
C -2.5671 0.3274 4.0944  -0.444
C 1.4228 -0.2733 -4.8547  -0.894
C 0.9458 2.0478 -5.0564  -0.512
C 2.2745 0.0174 5.9772  -0.768
C 1.1150 5.4595 3.9686  -0.558
C 2.8383 3.9124 -0.3425  -0.710
C 2.0569 6.4563 3.7950  -0.768
C -0.2975 -5.6233 3.4366  -0.731
C 0.0649 3.5137 6.7766  -0.926
C -0.6083 -2.8985 2.8462  0.321
C 3.7473 4.7921 3.4233  -0.564
C 2.6570 0.1466 4.6524  -0.371
C 0.6006 3.4961 0.4546  2.119
C -4.5933 2.4866 0.2670  -0.606
C -1.9837 3.8200 5.5760  -0.055
C -3.3829 2.3057 0.9104  -0.195
C -2.1949 2.7577 0.3299  0.668
C 1.7699 -0.1662 3.6352  -0.199
H -4.0397 1.4183 5.2027  0.493
H 1.7652 7.4956 3.8745  0.425
H 1.1075 3.2144 6.7983  0.321
H -2.0768 -2.9086 4.4136  0.399
H 3.2881 5.9421 -0.8627  0.448
H 3.0916 2.7514 3.5266  0.078
H -5.5901 3.2469 -1.4752  0.361
H 0.0897 5.7281 4.1987  0.387
H 0.9279 2.9440 -5.6610  0.516
H -2.5699 3.7861 4.6670  0.420
H -3.6352 4.5655 6.7176  0.456
H -5.5293 -1.3225 2.2656  0.455
H 4.1177 6.9015 3.3890  0.395
H -1.8940 2.6377 3.1202  -0.579
H 3.8249 3.5435 -0.5915  0.459
H 1.1431 -5.6419 1.8269  0.595
H -0.8532 -1.1661 5.5289  0.266
H 2.0744 -0.0341 2.6081  0.242
H -1.3469 3.7135 -1.3776  0.094
H 2.1206 1.9838 0.2452  0.144
H -0.6850 5.2240 0.5314  0.425
H -5.4974 2.1076 0.7254  0.470
H 1.0319 6.7783 -0.2912  0.480
H -1.0952 4.1340 2.6471  1.143
H -3.2357 -1.9440 1.6684  0.639
H -0.1819 -6.6731 3.6679  0.406
H 1.7708 -1.2144 -5.2579  0.455
H 3.6492 0.5016 4.4041  0.456
H 4.7739 4.5262 3.2081  0.435
H -1.8058 -5.2860 4.9265  0.434
H 2.1007 -2.0934 -3.0243  0.443
H 2.9640 0.2700 6.7725  0.443
H 0.6994 -0.5711 7.3143  0.453
H -5.9502 0.3523 4.0413  0.408
H -1.7419 0.7932 4.6156  -0.161
H 0.0323 4.0259 8.8516  0.430
H -3.3812 1.7570 1.8423  -0.403
H -3.4892 4.0434 -2.5222  0.449
H -2.3498 4.6987 8.8272  0.379

max |F|: 3.137 eV Å⁻¹
HOMO-LUMO gap (alpha / beta): 6.714 / 7.360 eV
E_LUMO (alpha / beta): -0.0336 / -0.0376 Ha
total energy: -147319.4298 eV
<S²>: 2.012
relative energy (zero: lowest compared OMol25 entry of this formula, charge and spin): 1.3408 eV
HOMO (alpha / beta): -7.628 / -8.383 eV
2S+1: 3
charge: 0

---

Entry 5:
ORCA calculation (the ωB97M-V functional and the def2-TZVPD basis) on a single C4H7NOS molecule in a non-equilibrium geometry.

Each line ends with the Mulliken charge.
Geometry (Å):
S -0.3381 -1.4113 0.7164  -0.195
O -2.0967 0.2636 -0.5809  -0.527
N 0.2813 0.5747 -0.9558  -0.529
C 1.2560 -1.4525 -0.1482  -0.518
C 1.2378 -0.2327 -1.0165  -0.126
C -0.7512 1.3300 1.1098  -1.292
C -0.6983 0.2932 0.0092  0.797
H 2.0738 -1.4108 0.5732  0.275
H 1.3507 -2.3641 -0.7388  0.345
H 2.0565 -0.0413 -1.6947  0.409
H -0.9131 2.3103 0.6697  0.354
H -2.0565 -0.2705 -1.3815  0.328
H -1.5809 1.0857 1.7652  0.355
H 0.1787 1.3257 1.6729  0.325

max |F|: 3.061 eV Å⁻¹
HOMO-LUMO gap: 9.696 eV
E_LUMO: 0.0267 Ha
total energy: -18633.8817 eV
relative energy (zero: lowest compared OMol25 entry of this formula, charge and spin): 0.6679 eV
SMILES: C[C@@]1(O)N=CCS1
HOMO: -8.969 eV
charge: 0

---

Entry 6:
ORCA calculation (the ωB97M-V functional and the def2-TZVPD basis) on 2 unconnected molecules or ions with the total composition C8H11N2O in a non-equilibrium geometry.

Each line ends with the Mulliken charge.
Geometry (Å):
O 0.8832 -2.4893 0.0422  -0.363
N 1.7486 0.0794 0.0854  0.474
N 0.7261 -0.6188 0.2255  -0.146
C -2.8191 -1.0921 -0.3353  -0.495
C 3.0271 -0.6440 0.2650  -0.887
C 1.8209 1.4129 -0.4010  -1.020
C -3.3082 0.2198 0.0724  -0.397
C -0.6155 -0.3074 0.1687  0.577
C -1.0761 0.9647 0.5037  -0.039
C -1.4451 -1.3201 -0.3885  -0.415
C -2.4288 1.1855 0.5025  -0.643
H 2.8476 -1.4769 0.9083  0.369
H -4.3365 0.3996 -0.0291  0.447
H 2.0331 2.1365 0.4086  0.295
H -2.7588 2.1607 0.8388  0.395
H -0.3877 1.7425 0.9054  0.404
H 3.3311 -1.0596 -0.7790  0.335
H -1.0531 -2.3692 -0.6813  0.358
H 0.8469 1.6062 -0.9151  0.583
H 2.6257 1.4075 -1.1610  0.351
H 3.7430 -0.0193 0.5223  0.443
H -3.4044 -1.9186 -0.7584  0.373

max |F|: 5.665 eV Å⁻¹
HOMO-LUMO gap (alpha / beta): 7.540 / 7.632 eV
E_LUMO (alpha / beta): -0.2265 / -0.2267 Ha
total energy: -13488.1088 eV
relative energy (zero: lowest compared OMol25 entry of this formula, charge and spin): 8.2635 eV
HOMO (alpha / beta): -13.704 / -13.800 eV
charge: +1